# 1
The following is a quantum chemistry calculation of a molecular structure, C33H20Cl5F6IrNO5P2S4 in a non-equilibrium geometry, from the OMol25 dataset.

Positions of all 77 atoms, in Å:
Ir (-0.699, -0.453, -1.431)
Cl (-1.446, -0.140, -4.017)
Cl (3.716, 0.890, -2.983)
Cl (-0.895, 0.050, -7.059)
Cl (1.982, 0.696, -8.103)
Cl (4.280, 1.163, -6.039)
S (0.883, -3.576, -1.163)
S (-2.497, -1.217, 0.015)
S (-1.476, 1.793, -1.543)
S (-1.657, -4.135, -2.103)
P (-0.279, 1.994, 0.057)
P (-1.180, -0.678, 1.426)
F (1.102, -2.561, -3.588)
F (-0.762, -4.797, -4.474)
F (2.149, -4.429, -3.282)
F (-1.608, -6.447, -3.356)
F (2.939, -2.595, -2.442)
F (-2.909, -4.948, -4.225)
O (-2.736, -4.593, -1.289)
O (1.830, -4.174, -0.281)
O (0.419, -2.243, -0.746)
O (0.984, 0.279, -2.336)
O (-1.653, -2.774, -2.573)
N (-0.242, -4.578, -1.538)
C (-0.183, -2.007, 2.099)
C (-0.002, -4.284, 2.826)
C (-2.036, 4.613, 3.359)
C (1.670, 0.593, -6.414)
C (-1.488, -0.105, 4.136)
C (3.895, 3.766, -0.327)
C (2.694, 0.788, -5.486)
C (0.154, 0.226, -4.585)
C (1.827, -3.269, -2.722)
C (1.165, -1.802, 2.374)
C (-0.978, 3.034, 1.348)
C (3.747, 2.425, -0.011)
C (-1.989, 0.078, 2.849)
C (-2.173, 3.710, 1.138)
C (-0.308, 3.147, 2.566)
C (-3.778, 1.419, 3.733)
C (-3.139, 0.841, 2.649)
C (-3.276, 1.237, 5.015)
C (2.480, 1.862, 0.048)
C (1.366, 2.659, -0.181)
C (1.927, -2.841, 2.883)
C (1.343, -4.081, 3.104)
C (-0.848, 3.924, 3.575)
C (-1.732, -5.153, -3.635)
C (0.393, 0.305, -5.950)
C (2.780, 4.557, -0.580)
C (1.162, 0.385, -3.625)
C (-2.133, 0.476, 5.217)
C (2.447, 0.682, -4.126)
C (-0.771, -3.247, 2.323)
C (-2.693, 4.515, 2.142)
C (1.513, 4.010, -0.495)
C (-0.163, 0.275, 0.357)
H (-1.749, 0.325, 6.217)
H (-2.449, 5.230, 4.146)
H (-1.812, -3.411, 2.069)
H (2.979, -2.693, 3.082)
H (-2.694, 3.606, 0.193)
H (-3.533, 0.963, 1.648)
H (4.885, 4.198, -0.388)
H (4.617, 1.808, 0.170)
H (2.359, 0.805, 0.250)
H (1.945, -4.900, 3.473)
H (-3.617, 5.053, 1.977)
H (-0.339, 4.002, 4.526)
H (1.624, -0.842, 2.167)
H (-0.448, -5.257, 2.982)
H (-3.783, 1.683, 5.861)
H (2.901, 5.602, -0.832)
H (0.633, 2.631, 2.722)
H (-4.673, 2.008, 3.578)
H (-0.603, -0.708, 4.296)
H (0.640, 4.630, -0.666)

As for the multiplicity: 2. The largest force on an atom is 0.0459 hartree/bohr. Its HOMO energy (spin up / spin down) is -7.9 / -7.9 eV. The calculation puts the energy relative to the best compared isomer or geometry (same formula, charge and spin) at 140.2 kJ/mol. The calculation puts the total energy at -6980.43520 Ha.

=====

# 2
The following is a quantum chemistry calculation of a molecular structure, C33H20N9O9SeW, from the OMol25 dataset.

Positions of all 73 atoms, in Å:
W (0.416, -0.048, -0.523)
Se (4.268, 0.489, -0.035)
O (0.953, -1.209, 1.062)
O (2.069, 0.211, 2.383)
O (0.819, -1.792, -1.321)
O (-1.338, -0.908, -2.911)
O (2.304, -3.889, -2.793)
O (1.239, 1.810, -0.038)
O (0.929, -4.303, -5.385)
O (-1.328, -2.417, -5.515)
O (1.786, -3.721, 0.951)
N (-1.438, -1.237, 0.089)
N (-0.195, 2.136, 1.694)
N (2.688, -0.097, -0.727)
N (4.678, 1.428, -1.517)
N (-3.612, 3.430, -4.095)
N (-2.566, 2.983, -1.889)
N (-0.650, 0.938, 1.240)
N (-1.038, 1.203, -1.255)
N (1.329, 0.516, -2.405)
C (3.638, 1.342, -2.356)
C (3.059, -1.926, 3.903)
C (1.019, 4.643, 2.215)
C (-1.778, 2.026, -1.630)
C (2.405, -2.117, 2.684)
C (3.642, -2.977, 4.580)
C (-3.104, 3.168, -3.090)
C (-2.514, 1.133, 2.812)
C (-1.769, -2.403, -0.461)
C (-3.714, -2.603, 0.901)
C (0.631, -3.506, -4.537)
C (-0.557, -2.537, -4.598)
C (2.356, -3.407, 2.123)
C (2.561, 0.527, -1.887)
C (-1.740, 0.473, 1.721)
C (1.680, 5.832, 2.479)
C (1.508, 3.778, 1.241)
C (3.321, 5.295, 0.804)
C (3.582, -4.253, 4.022)
C (2.119, 1.928, -4.135)
C (-2.894, -3.119, -0.082)
C (-3.354, -1.407, 1.499)
C (0.814, 2.503, 0.951)
C (0.551, -2.260, -2.554)
C (-2.203, -0.760, 1.085)
C (1.798, -0.921, 2.037)
C (3.399, 2.019, -3.561)
C (-0.540, -1.775, -3.300)
C (1.097, 1.225, -3.529)
C (1.317, -3.296, -3.188)
C (2.954, -4.467, 2.815)
C (2.832, 6.159, 1.774)
C (2.660, 4.107, 0.534)
H (1.903, 2.453, -5.055)
H (1.448, -2.922, 0.505)
H (3.034, 3.425, -0.218)
H (4.039, -5.091, 4.537)
H (-3.453, 1.532, 2.421)
H (4.142, -2.811, 5.526)
H (-1.118, -2.791, -1.221)
H (-1.928, 1.948, 3.223)
H (4.167, 2.639, -4.002)
H (0.122, 4.374, 2.755)
H (0.088, 1.192, -3.917)
H (4.219, 5.544, 0.254)
H (3.348, 7.088, 1.982)
H (-2.752, 0.418, 3.600)
H (-3.951, -0.972, 2.286)
H (2.915, -5.448, 2.361)
H (-4.611, -3.125, 1.207)
H (-3.108, -4.058, -0.570)
H (3.090, -0.918, 4.294)
H (1.298, 6.506, 3.234)

As for the multiplicity: 3. The largest force on an atom is 0.0187 hartree/bohr. Its HOMO energy (spin up / spin down) is -4.5 / -5.3 eV. As for the charge: -1. The calculation puts the energy relative to the best compared isomer or geometry (same formula, charge and spin) at 97.3 kJ/mol. The calculation puts the total energy at -4908.19721 Ha.

=====

# 3
The following is a quantum chemistry calculation of a molecular structure, C33H21N6O4ReS2, from the OMol25 dataset.

Positions of all 67 atoms, in Å:
Re (-0.064, -0.341, 0.273)
S (2.782, 3.072, 6.525)
S (3.269, 1.641, -2.175)
O (-1.098, -4.001, 1.633)
O (-3.004, -1.035, -1.601)
O (-2.070, -0.430, 0.344)
O (-0.190, -1.971, 1.480)
N (3.356, 1.832, 5.671)
N (1.592, -0.358, 1.716)
N (-0.423, 1.245, 1.749)
N (-0.363, -1.962, -1.140)
N (1.435, 3.386, 5.699)
N (-0.496, 1.418, -0.993)
C (-1.905, 3.091, -1.972)
C (0.335, 2.419, 3.719)
C (-4.305, -1.178, 0.417)
C (2.495, 1.623, 4.690)
C (-3.080, -0.878, -0.404)
C (2.485, -1.345, 1.775)
C (0.459, 3.296, -2.159)
C (1.392, 2.514, 4.707)
C (-0.817, -3.047, -0.522)
C (0.582, 2.086, -1.474)
C (-1.533, 1.985, 1.788)
C (-0.792, 3.811, -2.404)
C (3.791, 0.048, -1.862)
C (1.792, 1.327, -1.347)
C (0.040, -0.832, -3.264)
C (0.489, 1.458, 2.720)
C (-1.370, -4.158, -1.159)
C (-1.712, 1.921, -1.280)
C (-0.618, -1.903, -5.333)
C (1.618, 0.559, 2.696)
C (-1.464, -4.141, -2.518)
C (3.580, -0.406, 3.680)
C (-0.986, -3.026, -3.230)
C (-1.760, 2.964, 2.744)
C (-0.051, -0.824, -4.627)
C (2.881, -0.680, -1.156)
C (1.699, 0.056, -0.818)
C (2.603, 0.583, 3.684)
C (-0.425, -1.935, -2.521)
C (-0.817, 3.199, 3.721)
C (3.492, -1.398, 2.727)
C (-1.074, -2.984, -4.642)
C (-0.729, -3.056, 0.984)
H (4.188, -2.224, 2.707)
H (3.056, -1.723, -0.947)
H (-2.560, 1.338, -0.955)
H (-1.707, -4.978, -0.543)
H (0.321, 0.034, -5.173)
H (-2.912, 3.423, -2.177)
H (-5.176, -1.259, -0.228)
H (-0.909, 4.740, -2.944)
H (-2.276, 1.784, 1.035)
H (2.368, -2.141, 1.062)
H (-0.686, -1.870, -6.412)
H (1.352, 3.796, -2.511)
H (-1.518, -3.828, -5.155)
H (-4.152, -2.130, 0.929)
H (4.753, -0.282, -2.224)
H (-2.685, 3.523, 2.706)
H (-0.960, 3.947, 4.489)
H (0.487, -0.002, -2.754)
H (-1.905, -4.966, -3.063)
H (4.353, -0.408, 4.437)
H (-4.455, -0.420, 1.184)

As for the multiplicity: 2. The largest force on an atom is 0.0077 hartree/bohr. Its HOMO energy (spin up / spin down) is -10.7 / -10.5 eV. As for the charge: +1. The calculation puts the energy relative to the best compared isomer or geometry (same formula, charge and spin) at 0.0 kJ/mol. The calculation puts the total energy at -2774.26661 Ha.

=====

# 4
The following is a quantum chemistry calculation of a molecular structure, C33H22BrN8OOsS in a non-equilibrium geometry, from the OMol25 dataset.

Positions of all 67 atoms, in Å:
Os (-0.668, 1.471, -0.360)
Br (7.238, -5.462, 1.664)
S (-2.046, -1.709, -0.427)
O (-0.457, 1.430, 1.611)
N (-0.489, -2.008, -5.614)
N (4.677, 0.673, 3.306)
N (1.332, 0.844, -0.208)
N (-4.676, -0.286, -0.001)
N (-2.474, 2.528, -0.182)
N (-0.816, 1.533, -2.481)
N (-2.388, -0.057, -0.379)
N (5.739, 0.160, 3.088)
C (2.233, 0.632, -1.165)
C (-4.849, 2.613, -0.047)
C (7.360, -1.421, 2.422)
C (-0.651, 0.390, -3.163)
C (-0.631, -0.962, -5.165)
C (5.414, -3.434, 2.409)
C (3.087, 0.613, 1.454)
C (5.039, -2.156, 2.735)
C (3.399, 0.687, 2.859)
C (6.018, -1.144, 2.725)
C (-3.706, -3.855, -0.277)
C (-3.661, 1.913, -0.142)
C (-1.051, 1.482, -5.260)
C (-4.764, -1.707, -0.039)
C (1.752, 0.844, 1.094)
C (3.579, 0.400, -0.887)
C (-4.939, -4.468, -0.111)
C (-5.993, -2.322, 0.133)
C (-4.814, 4.001, 0.047)
C (-3.621, -2.471, -0.241)
C (0.745, 1.155, 2.058)
C (-1.199, 2.665, -4.553)
C (2.399, 1.008, 3.791)
C (-2.441, 3.862, -0.070)
C (1.085, 1.197, 3.411)
C (-1.091, 2.651, -3.176)
C (-0.782, 0.319, -4.541)
C (7.720, -2.705, 2.079)
C (-3.582, 4.632, 0.049)
C (6.750, -3.709, 2.077)
C (4.013, 0.389, 0.419)
C (-3.573, 0.446, -0.184)
C (-6.071, -3.705, 0.094)
H (2.690, 1.116, 4.828)
H (4.267, 0.245, -1.706)
H (4.695, -4.241, 2.430)
H (-0.404, -0.496, -2.590)
H (-6.883, -1.726, 0.293)
H (4.020, -1.942, 3.028)
H (-1.457, 4.316, -0.075)
H (-5.532, 0.201, 0.200)
H (-1.214, 3.559, -2.600)
H (-7.028, -4.192, 0.224)
H (8.091, -0.626, 2.470)
H (0.325, 1.441, 4.141)
H (1.880, 0.657, -2.188)
H (-5.731, 4.569, 0.119)
H (-3.494, 5.706, 0.134)
H (-1.138, 1.454, -6.338)
H (-1.401, 3.597, -5.062)
H (-5.809, 2.117, -0.054)
H (5.059, 0.224, 0.636)
H (-2.811, -4.444, -0.436)
H (8.746, -2.943, 1.837)
H (-5.019, -5.546, -0.143)

The largest force on an atom is 0.0657 hartree/bohr. Its HOMO energy (spin up / spin down) is -14.5 / -14.5 eV. As for the charge: +3. The calculation puts the total energy at -4845.90179 Ha.